Density functional theory data (wB97M-V/def2-TZVPD) for 11 unconnected molecules or ions with the total composition C26H76N2O11S9.

XYZ file:
```
124
C26H76N2O11S9, DFT wB97M-V/def2-TZVPD
C 10.431 -22.474 -6.936
C 11.045 -23.724 -6.350
C 12.263 -23.466 -5.527
O 13.309 -22.739 -6.160
C 14.058 -23.708 -6.850
N 10.140 -24.545 -5.583
H 9.849 -21.998 -6.110
H 9.840 -22.626 -7.830
H 11.230 -21.774 -7.218
H 11.312 -24.321 -7.202
H 12.648 -24.439 -5.110
H 11.994 -22.934 -4.595
H 13.551 -24.076 -7.741
H 14.348 -24.594 -6.270
H 14.925 -23.164 -7.202
H 9.670 -23.931 -4.894
H 10.638 -25.276 -5.067
C 9.440 -23.918 -1.005
C 10.753 -23.181 -0.906
C 10.707 -21.909 -0.101
O 9.907 -21.040 -0.845
C 9.731 -19.813 -0.126
N 11.854 -24.063 -0.316
H 9.048 -24.156 0.048
H 9.663 -24.835 -1.540
H 8.699 -23.426 -1.627
H 11.117 -22.947 -1.907
H 11.692 -21.476 -0.032
H 10.238 -22.093 0.897
H 9.485 -18.989 -0.774
H 10.638 -19.552 0.367
H 8.960 -19.992 0.627
H 12.135 -24.798 -1.011
H 11.444 -24.674 0.404
C 10.153 -16.915 -6.995
S 9.640 -18.496 -7.721
O 8.591 -19.090 -6.863
C 8.896 -17.827 -9.159
H 10.782 -16.443 -7.776
H 10.787 -16.942 -6.086
H 9.231 -16.346 -6.878
H 8.355 -18.596 -9.654
H 9.605 -17.351 -9.833
H 8.191 -17.006 -8.957
C 4.738 -17.158 -4.755
S 5.711 -15.731 -4.492
O 6.746 -16.232 -3.491
C 6.519 -15.765 -6.125
H 5.328 -17.982 -5.219
H 3.950 -16.844 -5.435
H 4.340 -17.376 -3.774
H 6.885 -16.780 -6.336
H 7.291 -15.022 -6.221
H 5.769 -15.612 -6.936
C 14.927 -16.614 -3.581
S 14.620 -15.266 -2.341
O 13.728 -14.261 -2.996
C 13.553 -16.218 -1.300
H 15.482 -16.131 -4.390
H 13.928 -16.984 -3.899
H 15.458 -17.380 -3.034
H 14.166 -17.049 -0.856
H 12.817 -16.779 -1.885
H 13.089 -15.701 -0.451
C 10.828 -12.796 -4.902
S 9.448 -13.175 -3.751
O 8.185 -12.959 -4.537
C 9.691 -15.011 -3.621
H 10.858 -13.426 -5.797
H 11.819 -12.923 -4.473
H 10.669 -11.746 -5.120
H 9.692 -15.472 -4.615
H 8.843 -15.427 -3.060
H 10.676 -15.187 -3.090
C 17.135 -19.978 -5.764
S 15.943 -19.516 -6.997
O 15.999 -20.595 -8.031
C 14.465 -19.833 -6.028
H 18.153 -19.733 -6.169
H 17.185 -21.069 -5.671
H 16.862 -19.484 -4.835
H 13.501 -19.744 -6.521
H 14.490 -19.063 -5.232
H 14.504 -20.808 -5.584
C 11.121 -20.375 -3.873
S 11.079 -18.718 -3.070
O 11.892 -17.798 -3.950
C 9.321 -18.472 -3.486
H 10.497 -21.095 -3.344
H 12.146 -20.727 -3.892
H 10.777 -20.190 -4.870
H 8.877 -17.517 -3.148
H 8.794 -19.302 -3.014
H 9.172 -18.663 -4.573
C 6.957 -23.890 -5.908
S 6.838 -22.503 -4.766
O 8.195 -22.398 -4.072
C 6.724 -21.130 -5.902
H 5.986 -24.099 -6.316
H 7.235 -24.829 -5.376
H 7.788 -23.773 -6.666
H 7.677 -21.042 -6.506
H 6.556 -20.194 -5.372
H 6.034 -21.384 -6.696
C 6.331 -20.182 -1.805
S 5.137 -21.080 -0.800
O 3.820 -20.898 -1.412
C 5.661 -22.721 -1.174
H 6.203 -20.451 -2.825
H 7.359 -20.425 -1.440
H 6.073 -19.159 -1.753
H 5.226 -23.481 -0.516
H 6.734 -22.815 -1.043
H 5.398 -22.992 -2.204
C 15.611 -21.729 -1.156
S 14.738 -21.159 -2.595
O 13.560 -22.076 -2.735
C 14.103 -19.685 -1.710
H 16.315 -20.923 -0.890
H 16.141 -22.673 -1.405
H 14.862 -21.973 -0.383
H 13.484 -19.069 -2.346
H 14.934 -19.098 -1.325
H 13.498 -20.093 -0.899
```

Results
Molecular weight ... 881.5 g/mol
F_max ... 2.49 eV/A
HOMO level ... -8.56 eV
Orbital gap ... 8.67 eV
Total charge ... 0
E_tot ... -151205.609 eV

Löwdin atomic charge list, values in e, 99 entries: C -0.04; C -0.47; C -0.23; O -0.19; C -0.11; N 0.05; H 0.06; H 0.08; H 0.08; H 0.12; H 0.13; H 0.10; H 0.09; H 0.09; H 0.08; H 0.05; H 0.08; C -0.06; C -0.42; C -0.23; O -0.21; C -0.10; N 0.03; H 0.11; H 0.07; H 0.04; H 0.12; H 0.10; H 0.14; H 0.05; H 0.07; H 0.10; H 0.08; H 0.06; C -0.24; S 0.82; O -0.56; C -0.28; H 0.07; H 0.04; H 0.03; H 0.04; H 0.06; H 0.06; C -0.29; S 0.86; O -0.57; C -0.26; H 0.06; H 0.05; H 0.05; H 0.03; H 0.03; H 0.07; C -0.24; S 0.83; O -0.57; C -0.29; H 0.05; H 0.03; H 0.03; H 0.05; H 0.01; H 0.07; C -0.25; S 0.84; O -0.58; C -0.26; H 0.05; H 0.03; H 0.04; H 0.03; H 0.01; H 0.06; C -0.28; S 0.81; O -0.56; C -0.27; H 0.07; H 0.06; H 0.03; H 0.06; H 0.03; H 0.02; C -0.21; S 0.84; O -0.58; C -0.23; H 0.05; H 0.01; H 0.04; H 0.03; H 0.03; H 0.05; C -0.27; S 0.83; O -0.57; C -0.27; H 0.04